59
Properties=species:S:1:pos:R:3:nbo_charge:R:1 method="wB97M-V/def2-TZVPD" total_charge=-1 max_force_ev_per_a=3.8 e_tot_ha=-1800.554896 homo_energy_ev=-6.91 de_lowest_ev=0.020
B 0.13 -0.07 0.21 1.333
F -0.27 -0.89 1.25 -0.564
F 0.15 1.18 0.84 -0.578
F 1.47 -0.37 -0.22 -0.572
F -0.79 -0.06 -0.79 -0.546
O -1.87 0.18 -3.64 -0.954
H -2.41 0.85 -3.23 0.462
H -1.00 0.27 -3.20 0.487
O 2.97 -2.20 0.95 -0.942
H 2.45 -2.87 0.50 0.463
H 2.72 -1.45 0.45 0.472
O 2.45 1.05 2.19 -0.947
H 2.25 0.31 2.78 0.480
H 1.61 1.18 1.80 0.480
O -0.62 -2.64 -1.66 -0.963
H -0.30 -1.74 -1.49 0.489
H -0.30 -2.92 -2.54 0.481
O 4.54 0.36 0.68 -0.970
H 4.12 0.62 -0.09 0.453
H 3.84 0.58 1.31 0.487
O 2.80 2.00 -0.82 -0.954
H 2.49 1.16 -1.10 0.458
H 1.98 2.49 -0.69 0.482
O -1.89 -4.02 1.02 -0.960
H -1.58 -3.19 0.64 0.488
H -2.77 -4.15 0.73 0.472
O -1.23 -0.62 3.92 -0.926
H -1.89 0.06 4.05 0.457
H -1.71 -1.39 3.72 0.471
O -3.04 -0.47 1.16 -0.939
H -2.91 -0.81 2.06 0.449
H -2.12 -0.48 0.85 0.478
O -2.36 2.16 -0.86 -0.959
H -2.31 2.76 -1.58 0.472
H -1.68 1.46 -0.94 0.502
O -3.46 -2.03 -1.86 -0.979
H -2.46 -2.02 -1.93 0.496
H -3.71 -1.15 -1.56 0.467
O 0.10 2.32 -2.77 -0.981
H 0.70 2.95 -3.14 0.476
H 0.18 2.47 -1.83 0.489
O 0.66 3.73 -0.51 -0.970
H 0.52 3.69 0.44 0.505
H -0.09 4.28 -0.74 0.491
O 2.70 -2.72 -2.03 -0.968
H 1.94 -2.16 -2.33 0.488
H 3.01 -3.27 -2.79 0.460
O -0.49 2.25 3.46 -0.943
H -1.18 2.10 4.15 0.460
H -0.30 1.34 3.21 0.490
O -1.75 3.66 1.25 -1.011
H -2.03 3.22 0.46 0.487
H -1.11 3.11 1.72 0.489
O 0.99 -0.71 -3.02 -0.952
H 1.18 -0.56 -3.89 0.481
H 1.31 -0.04 -2.47 0.494
O 0.50 -2.95 2.71 -0.953
H 0.04 -2.24 2.25 0.481
H -0.12 -3.61 2.95 0.460


14
Properties=species:S:1:pos:R:3:nbo_charge:R:1 method="wB97M-V/def2-TZVPD" s_squared=4.1378 total_charge=-1 max_force_ev_per_a=1.9 spin_multiplicity=4 e_tot_ha=-3936.838182 homo_energy_ev="-6.12 / -6.11" de_lowest_ev=0.078
Mn -0.27 -0.21 -0.46 1.171
S -3.22 1.97 2.18 -0.736
Sb -2.37 2.28 0.14 1.352
S -2.28 0.12 -1.10 -0.445
S 0.06 1.83 0.09 -0.407
S -2.89 3.93 -1.26 -0.713
F 3.43 -0.46 -2.25 -0.538
B 2.81 -1.13 -1.24 1.382
F 3.05 -0.65 0.02 -0.545
F 2.84 -2.49 -1.35 -0.541
F 1.26 -0.78 -1.47 -0.603
O -0.99 -2.32 3.13 -0.866
S -0.80 -1.04 2.51 1.527
N -0.60 -1.03 1.06 -1.038


5
Properties=species:S:1:pos:R:3:nbo_charge:R:1 method="wB97M-V/def2-TZVPD" max_force_ev_per_a=1.7 smiles=OBF e_tot_ha=-201.237158 homo_energy_ev=-11.63
O 0.91 -0.25 0.38 -0.941
B -0.39 0.09 0.10 1.073
F -1.25 -0.86 -0.06 -0.476
H 1.40 -0.22 -0.45 0.501
H -0.67 1.24 0.04 -0.157


35
Properties=species:S:1:pos:R:3:nbo_charge:R:1 method="wB97M-V/def2-TZVPD" total_charge=-1 max_force_ev_per_a=9.3 e_tot_ha=-791.559336 homo_energy_ev=-6.92 de_lowest_ev=3.673
B 0.28 0.01 0.54 -0.732
H 0.90 -0.56 1.49 -0.098
H 0.19 -0.64 -0.50 -0.078
H -0.74 0.34 0.96 -0.013
H 0.78 1.04 0.25 -0.060
O 3.00 -2.33 -0.16 -0.997
H 3.87 -2.00 0.33 0.479
H 2.09 -2.19 0.41 0.522
O -2.39 -1.81 -1.03 -0.983
H -2.82 -2.58 -0.41 0.478
H -1.41 -1.70 -0.91 0.503
O 0.85 -2.66 -2.30 -0.918
H 0.09 -3.32 -2.36 0.460
H 0.64 -2.12 -1.67 0.458
O 2.80 -0.04 -1.43 -1.010
H 2.17 0.15 -0.75 0.507
H 3.13 -0.91 -1.47 0.502
O 0.64 1.42 -2.87 -0.969
H 1.42 1.13 -2.26 0.506
H 0.79 2.27 -3.26 0.451
O -2.79 2.65 1.46 -0.983
H -3.19 3.28 0.93 0.485
H -1.82 2.57 1.50 0.504
O 1.33 2.08 3.22 -0.945
H 0.63 1.71 2.73 0.476
H 2.10 1.58 2.65 0.471
O -0.83 3.29 -1.08 -0.940
H -0.29 3.85 -1.61 0.449
H -0.17 2.69 -0.70 0.490
O -0.32 -2.90 2.47 -0.975
H 0.06 -3.31 3.25 0.469
H 0.15 -2.20 2.08 0.501
O -3.96 0.45 -0.11 -0.949
H -3.80 0.92 0.73 0.476
H -3.39 -0.18 -0.12 0.463


35
Properties=species:S:1:pos:R:3:nbo_charge:R:1 method="wB97M-V/def2-TZVPD" total_charge=-1 max_force_ev_per_a=0.7 e_tot_ha=-791.693605 homo_energy_ev=-7.47 de_lowest_ev=0.020
B 0.08 -0.13 0.33 -0.787
H -0.63 -0.87 -0.29 -0.071
H 0.46 0.79 -0.33 -0.054
H -0.52 0.24 1.31 -0.026
H 0.99 -0.76 0.76 0.011
O 0.70 -3.86 2.55 -0.988
H 1.57 -3.52 2.78 0.458
H 0.62 -3.67 1.59 0.504
O -1.65 2.41 0.89 -0.982
H -1.52 2.91 0.07 0.457
H -1.27 1.52 0.71 0.514
O 1.56 0.29 -2.90 -0.945
H 0.70 -0.03 -3.20 0.462
H 1.39 0.61 -2.01 0.482
O 3.21 0.64 0.14 -0.996
H 2.33 0.26 0.30 0.490
H 3.01 1.49 -0.29 0.479
O -3.39 -1.78 -1.27 -0.993
H -2.93 -0.96 -1.48 0.486
H -3.19 -1.95 -0.34 0.487
O -2.32 -1.90 1.35 -0.997
H -1.71 -1.28 0.90 0.506
H -1.84 -2.18 2.13 0.487
O -2.03 0.64 -1.91 -0.975
H -1.28 0.52 -1.31 0.509
H -2.17 1.59 -1.94 0.470
O 0.33 -3.17 -0.12 -0.988
H -0.32 -3.64 -0.65 0.476
H 0.07 -2.23 -0.18 0.515
O 1.18 2.99 1.38 -0.985
H 0.24 2.78 1.53 0.501
H 1.63 2.70 2.17 0.481
O 2.36 2.95 -1.20 -0.960
H 2.70 3.81 -0.93 0.470
H 1.63 2.79 -0.57 0.501


6
Properties=species:S:1:pos:R:3:nbo_charge:R:1 method="wB97M-V/def2-TZVPD" s_squared=2.0096 max_force_ev_per_a=3.0 spin_multiplicity=3 e_tot_ha=-81.788503 homo_energy_ev="-8.33 / -11.19" de_lowest_ev=0.000
B -0.53 -0.20 -0.39 0.275
N 0.47 -0.07 0.48 -0.707
H -0.87 -1.44 -0.59 0.052
H -0.91 0.72 -1.19 0.008
H 0.90 -0.67 1.16 0.387
H 0.94 1.67 0.52 -0.015